No. 1
Here is C43H54F3InN4O15P2Se as an isolated structure from the Open Molecules 2025 dataset. Energies are from ωB97M-V/def2-TZVPD.

Results
Gap between HOMO and LUMO, eV: 6.75
HOMO level, eV: -2.97
LUMO, hartree: 0.13897

Geometry as ORCA input:
```
! RIJCOSX wB97M-V def2-TZVPD def2/J DEFGRID3
* xyz -2 1
In -0.6246 -0.3516 1.5867
C -4.0516 -1.0494 -5.3217
C -2.8806 -0.0572 -5.3434
C -3.2976 1.1520 -6.1816
C -1.6740 -0.7191 -6.0243
C -2.5093 0.3289 -3.9136
C -2.1195 -0.6464 -3.0093
C -1.7637 -0.3260 -1.7139
Se -1.1845 -1.7783 -0.6056
C 0.6342 -1.8132 -1.1929
C 1.0070 -2.6854 -2.1983
C 2.3128 -2.7270 -2.6649
C 3.2242 -1.8698 -2.0471
C 2.8962 -0.9878 -1.0251
C 1.5431 -0.9236 -0.5756
O 1.1742 -0.0846 0.3503
C 3.9588 -0.0883 -0.3858
C 3.6337 1.3842 -0.6755
C 4.0069 -0.3179 1.1328
C 5.3619 -0.3614 -0.9367
C 2.6862 -3.6774 -3.8014
C 4.1628 -3.5716 -4.1845
C 1.8476 -3.3457 -5.0445
C 2.4056 -5.1274 -3.3823
C -1.7948 0.9978 -1.2120
O -1.4654 1.2725 0.0317
C -2.1773 2.0087 -2.1429
C -2.5183 1.6362 -3.4413
C -2.2406 3.4950 -1.7542
C -3.4805 3.7584 -0.8891
C -2.3390 4.4203 -2.9767
C -0.9820 3.9201 -0.9877
H -4.3290 -1.3395 -6.3399
H -4.9215 -0.6032 -4.8366
H -3.7932 -1.9533 -4.7696
H -3.5631 0.8239 -7.1899
H -2.4873 1.8788 -6.2669
H -4.1652 1.6556 -5.7507
H -1.9189 -1.0055 -7.0519
H -1.3599 -1.6150 -5.4875
H -0.8243 -0.0341 -6.0466
H -2.0769 -1.6889 -3.3063
H 0.2481 -3.3362 -2.6193
H 4.2508 -1.8944 -2.3801
H 2.6455 1.6322 -0.3004
H 3.6576 1.5766 -1.7515
H 4.3676 2.0339 -0.1893
H 3.0454 -0.0938 1.5882
H 4.7693 0.3242 1.5850
H 4.2633 -1.3576 1.3525
H 5.4293 -0.1611 -2.0091
H 5.6729 -1.3926 -0.7554
H 6.0725 0.2955 -0.4295
H 4.4188 -2.5627 -4.5138
H 4.3776 -4.2601 -5.0060
H 4.8127 -3.8329 -3.3473
H 2.0215 -2.3148 -5.3589
H 0.7816 -3.4530 -4.8405
H 2.1044 -4.0123 -5.8738
H 2.9928 -5.3907 -2.5009
H 2.6604 -5.8193 -4.1913
H 1.3538 -5.2693 -3.1327
H -2.8101 2.4146 -4.1275
H -4.3906 3.5725 -1.4641
H -3.4904 4.8007 -0.5532
H -3.5117 3.1183 -0.0112
H -3.2787 4.2981 -3.5183
H -1.5124 4.2600 -3.6726
H -2.2953 5.4566 -2.6326
H -0.9183 3.3997 -0.0393
H -1.0088 4.9978 -0.8000
H -0.0819 3.6913 -1.5647
O -0.3437 -4.2400 3.4499
C 0.0953 -3.1493 3.0861
O -0.4235 -2.4549 2.1442
C 1.3283 -2.6127 3.8004
C 2.0410 -3.5142 4.5407
C 3.2047 -3.1404 5.2279
C 3.6527 -1.8363 5.1916
C 2.9335 -0.8994 4.4838
C 1.7430 -1.2255 3.7221
O 1.1510 -0.3603 3.0460
N 3.4553 0.4576 4.5159
O 4.6298 0.6124 4.8411
O 2.7212 1.3896 4.2437
N 3.9422 -4.1138 5.9900
O 4.9381 -3.7474 6.6057
O 3.5483 -5.2719 5.9961
H 1.6829 -4.5325 4.5843
H 4.5468 -1.5441 5.7189
N -4.6567 1.2881 4.1370
C -4.3530 -0.0756 3.5503
C -5.5054 -1.0073 3.8903
P -4.1715 0.1511 1.7217
O -3.4668 1.6183 1.7830
O -5.5421 0.2314 1.1638
O -3.1515 -0.8452 1.2635
P -2.7903 -0.5494 4.4457
O -2.9640 -2.1130 4.7467
O -2.9182 0.2638 5.7025
O -1.5694 -0.3941 3.5959
H -5.6576 1.4609 4.1695
H -4.2008 1.9853 3.5335
H -4.1911 1.2512 5.0786
H -6.4216 -0.6405 3.4221
H -5.6330 -1.1088 4.9715
H -5.2991 -1.9953 3.4854
H -2.7180 1.6511 1.1105
H -2.3683 -2.6227 4.1726
F 1.0545 5.9534 4.8378
C 1.6317 5.4743 3.7191
F 2.9419 5.3414 3.9843
F 1.5272 6.4450 2.7861
C 1.0103 4.1877 3.2563
C 1.2467 3.7408 1.9682
C 0.6664 2.5496 1.5717
N -0.0992 1.8233 2.3825
C -0.2925 2.2367 3.6308
C 0.2333 3.4257 4.1083
H 1.8622 4.3008 1.2781
H 0.8051 2.1440 0.5818
H -0.8676 1.5791 4.2671
H 0.0516 3.7272 5.1292
*
```

Löwdin population analysis, charges in e, atoms 1 to 2: atom 1 (In): 0.73, atom 2 (C): -0.05



No. 2
Here is C3H5N3 as an isolated structure from the Open Molecules 2025 dataset. Energies are from ωB97M-V/def2-TZVPD.

Results
Gap between HOMO and LUMO, eV: 8.28
HOMO level, eV: -8.24
LUMO, hartree: 0.00149

Geometry as ORCA input:
```
! RIJCOSX wB97M-V def2-TZVPD def2/J DEFGRID3
* xyz 0 1
C 1.2964 1.2062 0.2935
C -0.0093 0.2087 0.1035
N -0.5215 1.2343 0.5603
N -2.2105 -1.0572 -0.1907
N -1.1976 -1.7147 -0.5353
C 0.0152 -1.0612 -0.3925
H 1.9324 0.5405 0.8800
H 1.6291 1.3603 -0.7318
H 1.2342 2.1636 0.8106
H -3.0179 -1.6702 -0.3508
H 0.9279 -1.5638 -0.6749
*
```

natural (NBO) population analysis, charges in e, atoms 1 to 2: atom 1 (C): -0.52, atom 2 (C): 0.27



No. 3
Here is C21H13Cl5IN4PtSe as an isolated structure from the Open Molecules 2025 dataset. Energies are from ωB97M-V/def2-TZVPD.

Results
Gap between HOMO and LUMO (spin up / spin down), eV: 7.36 / 5.91
HOMO level (spin up / spin down), eV: -10.08 / -11.24
LUMO (spin up / spin down), hartree: -0.10021 / -0.19565

Geometry as ORCA input:
```
! RIJCOSX wB97M-V def2-TZVPD def2/J DEFGRID3
* xyz 1 5
Pt -0.2129 0.2691 0.5464
N 3.2918 0.5237 0.0219
C 2.8643 -0.7875 0.1509
C 3.6849 -1.7835 -0.3923
C 3.3887 -3.0980 -0.1402
C 2.2818 -3.4159 0.6498
C 1.4954 -2.3846 1.0795
N 1.7449 -1.0759 0.8142
C 2.7089 1.7381 0.4226
C 3.5583 2.7481 0.8523
C 3.0348 4.0011 1.0904
C 1.6794 4.2230 0.8956
C 0.9037 3.1580 0.5017
N 1.3991 1.9220 0.2760
H 4.2531 0.6139 -0.2555
H 4.5491 -1.5031 -0.9847
H 4.0165 -3.8803 -0.5523
H 2.0312 -4.4371 0.9009
H 0.5986 -2.5820 1.6527
H 4.6137 2.5428 0.9857
H 3.6822 4.7989 1.4340
H 1.2299 5.1950 1.0515
H -0.1606 3.2642 0.3431
Cl -2.0690 2.6374 2.4785
C -2.6397 2.2362 0.8622
C -1.8645 1.4634 0.0052
C -2.3631 1.3380 -1.2876
Cl -1.3552 0.5742 -2.4987
C -3.5967 1.8393 -1.6930
Cl -4.1580 1.6041 -3.3009
C -4.3748 2.5413 -0.7788
Cl -5.9156 3.1421 -1.2313
C -3.8812 2.7652 0.5005
Cl -4.8103 3.6814 1.6154
Se -0.4432 0.0690 2.9451
I -0.0144 -4.4201 -3.2280
C -1.0622 -3.5064 -1.7015
C -2.2164 -4.0658 -1.1713
C -2.8594 -3.4056 -0.1368
C -2.3257 -2.2227 0.3369
N -1.2139 -1.6871 -0.1754
C -0.5961 -2.3152 -1.1848
H -2.6073 -4.9985 -1.5585
H -3.7657 -3.8028 0.3023
H -2.8005 -1.6689 1.1372
H 0.2964 -1.8487 -1.5810
*
```

natural (NBO) population analysis, charges in e, atoms 1 to 2: atom 1 (Pt): 0.92, atom 2 (N): -0.58